Density functional theory data (ωB97M-V/def2-TZVPD) for a structure of composition C4H3LiO in a non-equilibrium geometry.

As for the relative energy (zero: lowest compared OMol25 entry of this formula, charge and spin): 155.6 kJ/mol. The calculation puts the total energy at -6442.0632 eV. The HOMO-LUMO gap (spin up / spin down) is 3.6102 / 3.6105 eV. Its LUMO energy (spin up / spin down) is -2.58 / -2.58 eV. The calculation puts the HOMO energy (spin up / spin down) at -6.2 / -6.2 eV.

Geometry as ORCA input:
```
! wB97M-V def2-TZVPD RIJCOSX def2/J DEFGRID3
* xyz 0 1
O -1.53068 -0.09950 0.24391
C -0.26314 -0.46077 0.09540
C 0.79454 0.42598 0.17801
C 2.13781 0.01805 0.14434
C 3.32110 -0.40146 0.10328
H -0.12606 -1.48476 -0.26455
H 0.54776 1.49035 0.06454
Li -2.48162 1.33409 -0.55793
H -2.39971 -0.82196 -0.00700
*
```

Atom charges from the Löwdin analysis, given in e for atoms 1 to 2: number 1, O, carries -0.24; number 2, C, carries -0.30